No. 1
A cluster of 2 separate species, C7H8INO in total at a distorted geometry. Source: the OMol25 dataset; level of theory: ωB97M-V/def2-TZVPD.

ORCA input file:
```
! wB97M-V def2-TZVPD RIJCOSX def2/J DEFGRID3
* xyz 0 1
C -1.251 1.829 -1.788
C -0.617 2.175 -0.614
C -1.518 0.453 -2.078
C -0.022 1.256 0.209
C -1.092 -0.474 -1.192
C -0.402 -0.094 0.006
C 1.549 -1.714 2.490
N 0.166 -1.077 0.766
O 0.827 -0.615 1.879
I 2.669 -1.549 -1.866
H -1.726 2.512 -2.496
H -0.579 3.177 -0.486
H -2.282 0.225 -2.902
H 0.540 1.535 1.034
H -1.453 -1.610 -1.254
H 2.298 -2.112 1.970
H 0.839 -2.552 2.836
H 2.052 -1.364 3.486
*
```

Results
- HOMO-LUMO gap (alpha / beta): 4.04 / 3.98 eV
- Strongest force on any atom: 6.28 eV/Å
- Relative energy (zero: lowest compared OMol25 entry of this formula, charge and spin): 199.5 kJ/mol
- E_tot: -699.0332 a.u.



No. 2
A structure of composition C2H21FeO11 at a distorted geometry. Source: the OMol25 dataset; level of theory: ωB97M-V/def2-TZVPD.

ORCA input file:
```
! wB97M-V def2-TZVPD RIJCOSX def2/J DEFGRID3
* xyz 1 5
Fe 13.987 23.188 -10.883
C 13.127 26.341 -8.330
C 13.699 25.216 -9.157
O 14.596 25.317 -9.982
O 13.097 24.159 -9.106
H 12.520 27.008 -8.942
H 13.864 26.939 -7.794
H 12.422 25.986 -7.579
O 9.044 26.082 -8.670
H 9.736 25.724 -8.114
H 9.412 26.894 -9.018
O 13.794 26.164 -4.759
H 14.593 25.749 -5.084
H 13.101 25.827 -5.327
O 12.684 23.449 -6.358
H 12.862 23.372 -7.295
H 11.809 23.834 -6.311
O 10.981 27.102 -5.769
H 10.520 27.286 -4.951
H 11.412 27.927 -5.993
O 11.512 27.810 -11.257
H 11.593 26.898 -10.979
H 11.714 27.794 -12.193
O 9.681 24.719 -5.663
H 10.363 25.385 -5.572
H 9.037 24.942 -4.992
O 12.469 24.324 -12.009
H 11.608 24.545 -11.654
H 12.507 24.782 -12.849
O 10.399 29.112 -8.982
H 10.657 28.615 -9.758
H 10.650 30.014 -9.181
O 16.788 26.658 -11.234
H 16.089 26.351 -10.657
H 16.815 27.605 -11.095
*
```

Results
- HOMO-LUMO gap (alpha / beta): 6.33 / 6.30 eV
- Strongest force on any atom: 6.01 eV/Å
- Expectation value of S²: 6.006
- Relative energy (zero: lowest compared OMol25 entry of this formula, charge and spin): 315.1 kJ/mol
- E_tot: -2179.8293 a.u.



No. 3
A structure of composition C21H42MgO26PV at a distorted geometry. Source: the OMol25 dataset; level of theory: ωB97M-V/def2-TZVPD.

ORCA input file:
```
! wB97M-V def2-TZVPD RIJCOSX def2/J DEFGRID3
* xyz 2 3
O -4.899 -9.676 -12.755
V -3.749 -10.696 -13.094
Mg -5.045 -11.136 -16.785
P -5.083 -12.233 -14.902
O -4.732 -12.483 -13.439
O -4.487 -10.843 -15.067
O -6.371 -11.744 -15.658
O -4.268 -12.610 -16.183
C -2.021 -13.894 -13.956
O -1.425 -14.950 -13.266
C -0.497 -14.672 -12.297
O -0.474 -13.703 -11.491
O 0.424 -15.671 -12.257
C 1.388 -15.680 -11.262
H -2.905 -14.187 -14.521
H -1.319 -13.448 -14.660
H -2.312 -13.111 -13.256
H 2.127 -14.888 -11.381
H 2.023 -16.563 -11.340
H 0.958 -15.698 -10.260
C -8.099 -13.464 -19.460
O -6.805 -14.029 -19.242
C -5.764 -13.329 -18.877
O -5.825 -12.246 -18.360
O -4.721 -14.116 -19.173
C -3.424 -13.596 -19.178
H -8.812 -14.160 -19.903
H -7.941 -12.519 -19.980
H -8.645 -13.186 -18.558
H -3.017 -13.312 -18.207
H -3.359 -12.775 -19.892
H -2.932 -14.464 -19.615
C -0.942 -11.110 -16.169
O -0.934 -10.594 -17.488
C -2.132 -10.308 -18.070
O -3.330 -10.430 -17.641
O -1.916 -9.844 -19.340
C -3.091 -9.596 -20.197
H -0.105 -10.704 -15.602
H -1.068 -12.192 -16.182
H -1.822 -10.691 -15.680
H -2.831 -9.570 -21.255
H -3.594 -8.670 -19.918
H -3.827 -10.396 -20.115
C -4.449 -16.066 -16.167
O -3.115 -16.549 -16.200
C -2.644 -17.223 -15.078
O -3.349 -17.291 -14.080
O -1.450 -17.691 -15.290
C -0.624 -18.279 -14.271
H -4.597 -15.375 -15.337
H -5.180 -16.864 -16.040
H -4.704 -15.686 -17.156
H -1.163 -18.797 -13.478
H 0.047 -17.529 -13.851
H -0.071 -19.065 -14.785
C -5.299 -9.926 -8.464
O -5.375 -11.304 -8.613
C -5.023 -11.926 -9.829
O -4.516 -11.309 -10.760
O -5.211 -13.202 -9.694
C -4.704 -14.055 -10.688
H -5.457 -9.573 -7.445
H -5.957 -9.370 -9.133
H -4.288 -9.687 -8.794
H -4.868 -15.098 -10.419
H -3.631 -13.899 -10.793
H -5.177 -13.987 -11.668
C -10.249 -10.480 -8.837
O -9.190 -10.506 -9.810
C -9.386 -10.558 -11.152
O -10.456 -10.575 -11.660
O -8.170 -10.728 -11.746
C -8.112 -11.113 -13.071
H -10.779 -11.414 -9.020
H -10.787 -9.544 -8.990
H -9.871 -10.601 -7.822
H -9.119 -11.272 -13.457
H -7.607 -12.070 -13.201
H -7.704 -10.294 -13.663
C -9.412 -11.651 -16.318
O -10.563 -11.863 -17.220
C -11.694 -11.281 -17.070
O -12.007 -10.639 -16.077
O -12.416 -11.582 -18.134
C -13.826 -11.266 -18.045
H -9.714 -11.326 -15.322
H -8.762 -10.840 -16.645
H -8.726 -12.496 -16.276
H -14.090 -11.145 -19.096
H -14.087 -10.342 -17.528
H -14.440 -12.052 -17.606
*
```

Results
- HOMO-LUMO gap (alpha / beta): 4.86 / 3.36 eV
- Strongest force on any atom: 8.85 eV/Å
- Expectation value of S²: 2.069
- E_tot: -4266.4878 a.u.



No. 4
A structure of composition H3OSn at a distorted geometry. Source: the OMol25 dataset; level of theory: ωB97M-V/def2-TZVPD.

ORCA input file:
```
! wB97M-V def2-TZVPD RIJCOSX def2/J DEFGRID3
* xyz 1 1
Sn 0.810 0.991 -0.240
O -0.721 -0.039 0.168
H -1.610 0.100 -0.179
H -0.588 -1.022 0.285
H 2.108 -0.030 -0.034
*
```

Results
- HOMO-LUMO gap: 8.20 eV
- Strongest force on any atom: 6.97 eV/Å
- E_tot: -290.9827 a.u.